Record 1
A molecular structure, C45H54AuBrNO2Si, computed with ωB97M-V with the def2-TZVPD basis set.

Structure (XYZ):
```
105
Properties=species:S:1:pos:R:3
Au -0.95 0.87 -0.84
O -2.09 -0.50 0.42
C -1.73 -1.84 0.55
C -0.18 -1.98 0.53
C 0.45 -1.92 -0.83
C 1.22 -2.95 -1.33
C 1.75 -2.86 -2.61
C 1.51 -1.72 -3.36
C 0.76 -0.69 -2.82
C 0.48 0.59 -3.54
C -1.03 0.76 -3.87
O -1.77 0.98 -2.69
C -1.16 2.06 -4.70
C -1.40 2.04 -6.07
C -1.56 3.23 -6.76
C -1.48 4.45 -6.10
C -1.24 4.47 -4.74
C -1.08 3.28 -4.04
C -1.58 -0.45 -4.62
C -2.87 -0.88 -4.37
C -3.41 -1.95 -5.08
C -2.65 -2.61 -6.03
C -1.36 -2.18 -6.29
C -0.83 -1.11 -5.59
N 0.27 -0.82 -1.58
C -2.15 -2.24 1.99
C -2.33 -1.25 2.96
C -2.70 -1.59 4.25
C -2.90 -2.92 4.59
C -2.73 -3.91 3.63
C -2.37 -3.57 2.33
C -2.44 -2.71 -0.48
C -1.95 -3.95 -0.88
C -2.66 -4.73 -1.78
C -3.88 -4.30 -2.27
C -4.38 -3.06 -1.87
C -3.66 -2.27 -0.99
H 0.19 -1.14 1.12
H 0.11 -2.90 1.02
H 1.40 -3.83 -0.72
H 2.34 -3.66 -3.01
H 1.91 -1.63 -4.36
H 0.76 1.43 -2.90
H 1.07 0.66 -4.45
H -1.48 1.11 -6.60
H -1.74 3.21 -7.83
H -1.62 5.38 -6.65
H -1.19 5.41 -4.21
H -0.91 3.31 -2.97
H -3.47 -0.36 -3.63
H -4.43 -2.26 -4.89
H -3.07 -3.44 -6.59
H -0.76 -2.68 -7.04
H 0.17 -0.77 -5.84
H -2.18 -0.21 2.69
H -2.85 -0.81 4.98
H -3.18 -3.19 5.60
H -2.89 -4.95 3.89
H -2.27 -4.35 1.60
H -1.02 -4.33 -0.48
H -2.26 -5.69 -2.09
H -4.45 -4.92 -2.95
H -5.33 -2.72 -2.24
H -4.05 -1.31 -0.67
C 0.75 3.94 4.17
C 0.98 2.43 4.33
C 1.67 2.17 5.69
C -0.41 1.77 4.34
Si 2.14 1.78 2.98
Br 0.49 1.88 1.00
C 3.48 2.95 2.34
C 4.42 2.24 1.35
C 2.91 4.17 1.59
C 4.30 3.43 3.55
C 2.57 -0.07 3.03
C 1.41 -0.88 3.62
C 2.91 -0.63 1.64
C 3.80 -0.25 3.95
H 0.08 4.28 4.97
H 0.26 4.17 3.22
H 1.66 4.53 4.25
H 1.05 2.60 6.48
H 2.66 2.64 5.76
H 1.79 1.11 5.90
H -1.02 2.28 5.09
H -0.37 0.72 4.62
H -0.90 1.86 3.38
H 3.88 1.84 0.49
H 4.99 1.43 1.82
H 5.15 2.97 0.98
H 2.33 3.88 0.72
H 3.75 4.79 1.25
H 2.28 4.80 2.22
H 4.71 2.60 4.13
H 3.71 4.05 4.23
H 5.13 4.03 3.19
H 0.47 -0.74 3.08
H 1.23 -0.64 4.67
H 1.67 -1.95 3.58
H 2.20 -0.31 0.87
H 2.88 -1.73 1.69
H 3.90 -0.35 1.31
H 3.61 0.09 4.97
H 4.68 0.28 3.58
H 4.05 -1.31 4.00
```

Calculated values
HOMO level (spin up / spin down) ... -0.4090 / -0.4092 Eh
Net charge ... +1
2S+1 ... 3
ΔE to the lowest compared entry with this formula, charge and spin ... 19.5 kJ/mol

Record 2
A molecular structure, C45H54GeN3O6SSiTi, computed with ωB97M-V with the def2-TZVPD basis set.

Structure (XYZ):
```
112
Properties=species:S:1:pos:R:3
Ti 0.67 -1.23 1.65
O -4.49 -5.71 0.37
C -4.71 -4.57 0.83
O -5.71 -3.85 1.02
C -3.35 -3.85 1.21
C -3.39 -2.52 1.58
C -2.24 -1.83 1.88
N -1.06 -2.47 1.85
C -1.02 -3.73 1.48
C -2.14 -4.48 1.12
C 0.41 -4.22 1.34
C 0.78 -5.53 1.56
C 2.07 -5.83 1.23
C 2.92 -4.89 0.69
C 2.49 -3.58 0.66
N 1.25 -3.26 1.00
C -2.16 -0.43 2.33
C -3.28 0.37 2.58
C -3.06 1.67 3.02
C -1.81 2.11 3.26
C -0.74 1.26 2.98
N -0.93 0.02 2.50
H -4.39 -2.12 1.62
H -2.05 -5.49 0.81
H 0.03 -6.27 1.95
H 2.42 -6.85 1.49
H 3.96 -5.09 0.43
H 3.15 -2.79 0.29
H -4.26 -0.13 2.46
H -3.91 2.29 3.18
H -1.60 3.15 3.56
H 0.28 1.64 3.18
C 2.23 -2.25 3.97
C 3.06 -1.03 3.68
C 4.50 -1.46 3.26
C 2.88 -0.08 4.82
O 2.42 -0.45 2.48
Si 2.76 0.90 1.45
S 1.38 0.28 -0.01
O 4.23 0.94 0.90
C 5.14 0.70 -0.20
C 4.74 1.47 -1.45
C 5.08 -0.74 -0.43
C 6.51 1.12 0.23
O 2.35 2.19 2.30
C 2.87 3.59 2.14
C 2.12 4.44 3.12
C 2.69 3.98 0.65
C 4.34 3.54 2.51
H 2.45 -2.58 4.96
H 2.39 -3.06 3.31
H 1.19 -1.94 4.01
H 4.94 -1.81 4.20
H 5.02 -0.61 2.85
H 4.51 -2.34 2.60
H 3.19 -0.54 5.71
H 1.81 0.27 4.89
H 3.36 0.87 4.68
H 3.70 1.30 -1.70
H 5.32 1.14 -2.30
H 4.98 2.52 -1.33
H 4.02 -0.98 -0.71
H 5.39 -1.32 0.44
H 5.71 -1.06 -1.24
H 6.36 2.14 0.73
H 7.18 1.20 -0.58
H 7.01 0.52 1.01
H 1.07 4.65 2.79
H 2.61 5.37 3.24
H 2.14 3.90 4.11
H 1.64 4.03 0.39
H 3.13 3.24 -0.07
H 3.14 4.94 0.36
H 4.45 3.26 3.57
H 4.77 4.51 2.39
H 4.85 2.83 1.82
O -4.04 3.19 -1.53
H -3.95 2.41 -1.01
H -4.40 3.84 -0.92
C -6.19 3.11 -3.82
Ge -4.78 1.80 -3.84
C -3.47 2.41 -5.09
C -3.25 3.71 -5.36
C -2.41 4.10 -6.41
C -1.73 3.12 -7.09
C -2.04 1.78 -6.92
C -2.82 1.41 -5.84
C -4.68 0.18 -2.84
C -5.87 -0.47 -2.79
C -6.05 -1.83 -2.58
C -4.96 -2.62 -2.56
C -3.66 -2.04 -2.52
C -2.51 -2.86 -2.47
C -1.24 -2.26 -2.40
C -1.06 -0.84 -2.41
C -2.18 -0.07 -2.48
C -3.50 -0.60 -2.61
H -6.56 3.35 -4.83
H -5.65 3.98 -3.45
H -7.05 2.94 -3.16
H -3.80 4.53 -4.84
H -2.25 5.21 -6.61
H -1.03 3.44 -7.86
H -1.64 1.04 -7.62
H -3.02 0.38 -5.57
H -6.81 0.11 -2.97
H -7.10 -2.10 -2.52
H -5.04 -3.68 -2.37
H -2.55 -3.92 -2.37
H -0.32 -2.79 -2.40
H -0.10 -0.43 -2.25
H -2.07 1.06 -2.36
```

Calculated values
HOMO level (spin up / spin down) ... -0.4432 / -0.4432 Eh
Net charge ... +2
2S+1 ... 2

no.,maximum force (eV Å⁻¹),molecular weight (g/mol)
1,0.966,945.89
2,3.283,913.57